Entry 1:
Below is C5H9NO in the gas phase, with properties calculated with the ωB97M-V functional and the def2-TZVPD basis.

- SMILES string = C[C@H]1CN(C)C1=O
- gap between HOMO and LUMO (eV) = 10.21
- LUMO (eV) = 0.96

Geometry (Å):
C1 1.504 -0.495 0.733
C2 1.088 0.587 -0.285
C3 0.074 0.033 -1.304
N1 -1.011 0.486 -0.420
C4 -2.004 -0.430 0.099
C5 -0.135 1.208 0.395
O1 -0.329 1.900 1.360
H1 0.660 -0.745 1.390
H2 2.304 -0.142 1.384
H3 1.816 -1.424 0.250
H4 1.914 1.206 -0.644
H5 0.049 0.549 -2.270
H6 0.102 -1.049 -1.472
H7 -1.547 -1.417 0.281
H8 -2.375 -0.053 1.054
H9 -2.843 -0.562 -0.588

***

Entry 2:
Below is CH3FN2 in the gas phase, with properties calculated with the ωB97M-V functional and the def2-TZVPD basis.

- gap between HOMO and LUMO (spin up / spin down) (eV) = 8.27 / 9.07
- LUMO (spin up / spin down) (eV) = 0.24 / 0.35

Geometry (Å):
C1 -0.106 0.454 -0.068
N1 0.810 -0.369 0.632
N2 1.971 -0.567 1.557
F1 2.078 -1.931 1.614
H1 -0.034 1.515 0.022
H2 -0.831 -0.047 -0.665
H3 0.564 -1.337 0.405

***

Entry 3:
Below is a molecular structure, C27H30N5OPPtS, with properties calculated with the ωB97M-V functional and the def2-TZVPD basis.

- charge = +2
- gap between HOMO and LUMO (eV) = 6.74
- LUMO (eV) = -7.56

Geometry (Å):
Pt1 -0.938 -0.321 0.290
C1 -4.171 -1.393 -4.100
C2 -4.379 -0.725 -2.807
N1 -5.491 -0.272 -2.340
N2 -5.235 0.246 -1.130
C3 -3.939 0.131 -0.809
S1 -3.173 0.683 0.580
N3 -3.369 -0.502 -1.881
N4 -2.020 -0.820 -1.980
H1 -5.118 -1.414 -4.631
H2 -3.821 -2.416 -3.960
H3 -3.431 -0.872 -4.708
H4 -5.991 0.634 -0.579
H5 -1.588 -0.308 -2.753
H6 -1.909 -1.822 -2.151
C4 -2.665 -2.907 1.032
C5 -1.356 -3.618 1.351
C6 -0.578 -3.898 0.066
C7 -0.543 -2.765 2.346
C8 0.604 -3.543 3.022
O1 1.743 -2.712 2.830
C9 1.409 -1.688 2.059
N5 0.161 -1.645 1.719
C10 2.519 -0.806 1.690
C11 3.776 -1.203 2.167
C12 4.920 -0.479 1.896
C13 4.844 0.643 1.088
C14 3.618 1.030 0.573
C15 2.441 0.349 0.891
P1 0.909 1.140 0.286
C16 0.703 2.650 1.277
C17 1.747 3.565 1.408
C18 1.534 4.778 2.036
C19 0.283 5.089 2.547
C20 -0.744 4.162 2.464
C21 -0.538 2.944 1.838
C22 1.370 1.638 -1.396
C23 1.403 2.957 -1.840
C24 1.829 3.230 -3.130
C25 2.199 2.198 -3.978
C26 2.133 0.879 -3.549
C27 1.713 0.598 -2.265
H7 -3.247 -3.458 0.296
H8 -2.422 -1.903 0.638
H9 -3.273 -2.783 1.925
H10 -1.584 -4.566 1.849
H11 -0.298 -2.956 -0.424
H12 -1.184 -4.494 -0.614
H13 0.334 -4.456 0.263
H14 -1.236 -2.345 3.086
H15 0.798 -4.502 2.528
H16 0.475 -3.710 4.093
H17 3.846 -2.092 2.772
H18 5.867 -0.803 2.302
H19 5.732 1.213 0.853
H20 3.584 1.872 -0.103
H21 2.728 3.339 1.026
H22 2.346 5.483 2.122
H23 0.112 6.049 3.009
H24 -1.710 4.398 2.882
H25 -1.337 2.217 1.781
H26 1.111 3.761 -1.180
H27 1.879 4.250 -3.476
H28 2.542 2.417 -4.976
H29 2.417 0.081 -4.216
H30 1.658 -0.425 -1.904

***

Entry 4:
Below is a gas-phase ion, C10H14NO2 (charge +1), with properties calculated with the ωB97M-V functional and the def2-TZVPD basis.

- charge = +1
- SMILES string = CC(C)C1=C[C@H]2C=C[C@H](C2)[N+](=O)O1
- gap between HOMO and LUMO (spin up / spin down) (eV) = 6.81 / 6.82
- LUMO (spin up / spin down) (eV) = -6.47 / -6.46

Geometry (Å):
C1 2.052 0.668 -1.302
C2 1.120 1.037 -2.182
C3 0.121 -0.438 0.487
C4 0.680 2.233 -0.171
C5 1.819 1.197 0.084
C6 0.070 1.938 -1.568
C7 1.391 -0.042 0.884
C8 -1.597 -1.089 2.172
C9 -1.202 -2.582 0.174
C10 -0.563 -1.610 1.167
N1 -1.115 1.086 -1.504
O1 -0.836 0.046 -0.459
O2 -2.066 0.940 -2.154
H1 2.889 0.032 -1.540
H2 1.070 0.735 -3.214
H3 -0.066 2.245 0.620
H4 1.127 3.224 -0.223
H5 2.700 1.665 0.517
H6 -0.172 2.826 -2.156
H7 2.002 -0.573 1.580
H8 -1.131 -0.428 2.898
H9 -2.392 -0.551 1.662
H10 -2.040 -1.928 2.701
H11 -2.073 -2.138 -0.305
H12 -1.521 -3.476 0.706
H13 -0.486 -2.878 -0.593
H14 0.220 -2.139 1.719

***

Max |F|, respectively: 0.4; 5.1; 3.1; 5.4 eV Å⁻¹.